The ion C16H22FN2 with charge +1, computed with ωB97M-V/def2-TZVPD.

The geometry in XYZ format:
```
41
Properties=species:S:1:pos:R:3:forces:R:3
C -2.70160 -1.04172 -1.75633 0.2 -0.1 0.1
C -1.71879 -0.43046 -0.79405 -0.1 0.0 0.0
C -1.48452 -1.03955 0.40960 0.2 0.0 0.2
C -0.58334 -0.54435 1.38947 -0.1 -0.1 0.0
C -0.39395 -1.30927 2.66905 -0.1 0.0 0.0
C 0.11120 -2.74319 2.45066 0.1 0.0 0.2
C 1.39229 -2.84355 1.62599 0.0 -0.1 0.0
C 1.59494 -4.18895 0.91345 0.1 0.1 0.0
N 0.53248 -4.62999 0.02834 0.1 -0.1 0.0
C 0.09733 0.60867 1.12684 0.0 -0.2 0.1
C -0.11515 1.27972 -0.09314 -0.1 -0.1 -0.1
C 0.57047 2.46031 -0.37047 0.1 0.0 0.1
N 0.38372 3.12831 -1.49579 0.1 0.2 0.0
C 1.14973 4.36314 -1.78483 0.2 0.0 0.0
C 1.36776 5.24778 -0.57819 -0.1 0.0 -0.1
F 2.37597 4.71665 0.21936 -0.1 0.1 -0.1
C -0.49410 2.66819 -2.44029 0.2 0.5 -0.2
C -1.18191 1.53190 -2.24568 -0.3 -0.5 0.0
C -1.02246 0.77396 -1.06255 0.0 0.0 0.1
H -2.55468 -2.12060 -1.77519 -0.1 0.0 0.0
H -3.72356 -0.85986 -1.42861 -0.1 0.1 -0.1
H -2.57944 -0.68318 -2.77266 -0.1 0.0 -0.1
H -2.00757 -1.96061 0.63850 -0.1 0.0 0.0
H 0.28550 -0.76355 3.32318 0.1 0.0 0.0
H -1.35841 -1.34942 3.18055 0.0 0.0 0.1
H -0.69357 -3.34024 2.02014 0.0 0.0 -0.2
H 0.30126 -3.17144 3.43613 -0.1 -0.1 0.0
H 2.23944 -2.67988 2.29628 0.1 0.1 -0.1
H 1.44458 -2.05593 0.86940 -0.1 0.1 0.0
H 2.50014 -4.10467 0.30984 0.1 -0.1 0.0
H 1.79304 -4.97172 1.64534 -0.1 -0.1 0.0
H 0.31545 -3.93900 -0.67593 -0.1 0.0 0.0
H -0.30999 -4.90156 0.51157 -0.1 0.0 0.0
H 0.79607 0.99656 1.85596 0.1 0.1 0.0
H 1.28492 2.85140 0.33759 0.1 0.1 0.0
H 0.60779 4.91004 -2.55137 -0.1 0.0 0.0
H 2.11566 4.07292 -2.19840 0.0 0.0 0.0
H 1.66923 6.23905 -0.91326 0.1 0.0 0.0
H 0.45958 5.34125 0.01923 0.0 0.0 0.1
H -0.59417 3.26999 -3.32915 0.0 0.0 0.0
H -1.87134 1.21286 -3.01057 0.0 0.0 -0.1
```
Forces are in eV/Å.

Results
- HOMO level: -0.4181 Eh
- SMILES string: Cc1cc(CCCCN)cc2c[n+](CCF)ccc12
- Net charge: +1

Löwdin analysis output, partial charges in e: -0.0152, -0.1818, 0.0532, -0.1970, -0.1419, -0.1972, -0.1988, -0.2853, -0.0005, 0.0372, -0.1002, 0.0651, -0.0306, -0.0700, -0.1616, -0.0425, -0.0094, 0.0424, -0.0803, 0.0912, 0.1007, 0.0703, 0.1375, 0.1195, 0.1283, 0.0927, 0.1198, 0.1149, 0.1010, 0.1082, 0.1140, 0.0599, 0.0569, 0.1349, 0.1479, 0.1345, 0.1505, 0.1332, 0.1350, 0.1405, 0.1229